Record 1
Entry from OMol25: a structure of composition C30H30AsN4O6Tl (ωB97M-V/def2-TZVPD).

The geometry in XYZ format:
```
72
Properties=species:S:1:pos:R:3:mulliken_charge:R:1
Tl -1.312 -0.486 0.435 0.9661
C -2.892 1.954 -1.103 0.2025
C -3.751 0.792 -1.542 -1.2805
C -3.200 0.169 -2.590 -0.4233
C -1.923 0.828 -2.911 -0.5492
C -1.713 1.835 -2.053 -0.3904
H -3.440 2.876 -1.399 0.7338
H -4.669 0.532 -1.034 0.3914
H -3.573 -0.709 -3.101 0.4163
H -1.255 0.506 -3.698 0.6501
H -0.836 2.461 -1.993 0.1963
O -0.975 -1.206 3.051 -0.6696
C -0.638 -2.277 3.660 0.1257
C -1.276 -2.682 4.874 -0.8542
C -0.931 -3.836 5.543 -0.3052
C 0.073 -4.680 5.062 -0.7350
C 0.716 -4.316 3.887 -0.1844
C 0.393 -3.156 3.194 -0.0505
C 1.124 -2.846 1.946 -0.0449
N 2.290 -2.241 1.825 -0.5336
C 2.560 -2.223 0.473 -0.4878
C 1.554 -2.811 -0.228 -0.3871
N 0.652 -3.214 0.722 0.1564
H -2.060 -2.035 5.250 0.3729
H -1.455 -4.092 6.460 0.3460
H 0.343 -5.588 5.587 0.3345
H 1.506 -4.945 3.488 0.3936
H 3.455 -1.770 0.077 0.4623
H 1.354 -2.940 -1.276 0.6080
H -0.268 -3.569 0.520 0.4040
C 0.844 1.237 3.074 -0.2544
As 1.660 1.585 1.380 0.6108
C 3.475 0.956 1.583 -1.2562
C 1.779 3.499 1.225 -0.7729
O 0.907 0.934 0.061 -0.3649
H 1.567 1.467 3.858 0.4333
H 0.529 0.191 3.126 -0.1875
H -0.032 1.874 3.173 0.0303
H 3.999 1.580 2.307 0.4189
H 3.979 0.998 0.618 0.3290
H 3.429 -0.073 1.939 0.3346
H 2.294 3.917 2.090 0.3994
H 0.766 3.901 1.169 -0.1404
H 2.320 3.743 0.311 0.4186
O -1.997 -3.124 -3.769 -0.8274
C -1.117 -2.553 -3.104 -0.3180
O -1.014 -2.395 -1.867 -0.4920
C 0.067 -1.968 -3.910 0.2488
C 0.972 -1.099 -3.307 -0.3233
C 2.033 -0.561 -4.028 -0.9538
C 2.215 -0.894 -5.360 -0.4553
C 1.303 -1.762 -5.944 -0.1627
C 0.230 -2.294 -5.249 -0.1852
N 1.491 -2.120 -7.357 1.0259
O 0.708 -2.899 -7.867 -0.6252
O 2.437 -1.631 -7.957 -0.6646
H 0.821 -0.834 -2.267 1.2049
H 2.719 0.124 -3.545 0.4813
H 3.031 -0.498 -5.944 0.4564
H -0.487 -2.952 -5.719 0.5731
N -2.621 1.944 0.318 -0.6769
C -2.177 3.086 0.843 0.6637
C -1.868 4.293 0.134 -0.5411
C -1.449 5.439 0.794 -0.7336
C -1.283 5.481 2.172 -0.6653
C -1.568 4.311 2.891 -0.0520
C -1.997 3.166 2.263 -0.4884
H -1.952 4.318 -0.944 0.2580
H -1.231 6.325 0.203 0.2995
H -0.947 6.381 2.672 0.3141
H -1.455 4.304 3.971 0.3166
H -2.235 2.274 2.835 0.4597
```

Summary:
HOMO-LUMO gap in eV: 5.297
Relative energy (zero: lowest compared OMol25 entry of this formula, charge and spin) in eV: 0.4032
M in g/mol: 821.9
Lowest unoccupied orbital energy in eV: 3.79
Strongest force on any atom in Eh/bohr: 0.004
Highest occupied orbital energy in hartree: -0.0554
Total charge: -2

=====

Record 2
Entry from OMol25: a cluster of 2 separate species, C3H8O3S in total at a distorted geometry (ωB97M-V/def2-TZVPD).

The geometry in XYZ format:
```
15
Properties=species:S:1:pos:R:3:mulliken_charge:R:1
O -2.233 -1.746 1.750 -0.5218
C -1.344 -1.128 1.234 0.4347
O -0.599 -0.214 1.930 -0.4401
C -1.019 -1.115 -0.210 -0.5483
C -1.453 0.208 -0.808 -0.5853
S -1.233 0.235 -2.596 -0.2524
H -1.172 -0.011 2.685 0.3295
H 0.004 -1.426 -0.435 0.3719
H -1.595 -1.897 -0.697 0.3392
H -0.977 1.088 -0.403 0.3835
H -2.490 0.399 -0.489 0.3632
H -1.946 1.324 -2.904 0.1259
H 6.004 1.881 0.324 0.3211
H 4.990 0.729 0.219 0.3193
O 5.065 1.673 0.399 -0.6404
```

Summary:
HOMO-LUMO gap in eV: 9.907
Relative energy (zero: lowest compared OMol25 entry of this formula, charge and spin) in eV: 0.4718
M in g/mol: 124.2
Lowest unoccupied orbital energy in eV: 0.63
Strongest force on any atom in Eh/bohr: 0.028
Highest occupied orbital energy in hartree: -0.3407
Structure (SMILES): O=C(O)CCS.O

=====

Record 3
Entry from OMol25: a structure of composition C3H5NO2 (ωB97M-V/def2-TZVPD).

The geometry in XYZ format:
```
11
Properties=species:S:1:pos:R:3:mulliken_charge:R:1
O -1.541 -0.546 0.811 -0.5367
C -0.328 -0.611 0.126 0.2225
C -0.345 0.012 -1.271 -0.3727
O 0.763 0.883 -0.907 -0.3843
C 0.725 0.451 0.397 0.3794
N 1.353 0.827 1.414 -0.6462
H -1.392 -0.940 1.679 0.3289
H 0.104 -1.619 0.145 0.2508
H -0.083 -0.641 -2.105 0.2374
H -1.247 0.591 -1.484 0.2426
H 1.990 1.594 1.195 0.2782
```

Summary:
HOMO-LUMO gap in eV: 11.070
Relative energy (zero: lowest compared OMol25 entry of this formula, charge and spin) in eV: 1.8583
M in g/mol: 87.1
Lowest unoccupied orbital energy in eV: 0.79
Strongest force on any atom in Eh/bohr: 0.010
Highest occupied orbital energy in hartree: -0.3779

=====

Record 4
Entry from OMol25: a cluster of 8 separate species, C31H85N9O9 in total at a distorted geometry (ωB97M-V/def2-TZVPD).

The geometry in XYZ format:
```
134
Properties=species:S:1:pos:R:3:mulliken_spin:R:1
C -9.028 -5.060 -14.632 -0.0058
O -10.259 -5.023 -14.655 0.0089
N -8.287 -4.675 -13.663 -0.0021
N -8.345 -5.506 -15.667 0.0023
H -8.754 -4.348 -12.830 0.0016
H -7.306 -4.916 -13.637 0.0013
H -7.341 -5.425 -15.593 0.0001
H -8.843 -5.750 -16.512 -0.0011
C -9.240 -6.895 -10.876 0.0021
O -10.093 -5.922 -10.303 0.0001
C -10.813 -6.321 -9.176 -0.0006
C -11.384 -5.156 -8.242 -0.0001
N -10.325 -4.378 -7.492 0.0000
C -11.038 -3.398 -6.696 0.0001
C -10.081 -2.358 -6.007 -0.0001
O -9.410 -1.597 -7.059 -0.0001
C -8.575 -0.683 -6.430 0.0000
H -8.309 -6.994 -10.317 -0.0001
H -8.895 -6.455 -11.812 -0.0012
H -9.677 -7.874 -11.073 -0.0006
H -10.256 -6.986 -8.517 0.0000
H -11.666 -6.932 -9.470 0.0003
H -12.163 -5.604 -7.624 0.0000
H -11.938 -4.491 -8.903 0.0000
H -9.785 -3.904 -8.202 0.0000
H -11.707 -3.913 -6.006 0.0000
H -11.650 -2.847 -7.411 0.0000
H -9.374 -2.828 -5.324 0.0000
H -10.632 -1.579 -5.480 0.0000
H -7.891 -1.002 -5.643 0.0000
H -9.261 0.115 -6.147 0.0000
H -7.942 -0.382 -7.264 0.0000
C -9.324 -0.677 -15.261 0.0011
C -9.453 -1.279 -16.695 0.0013
C -8.137 -2.116 -17.003 -0.0012
O -7.129 -1.182 -17.436 -0.0001
C -5.876 -1.763 -17.841 0.0000
N -10.599 -2.141 -16.593 0.0041
H -8.481 0.009 -15.177 0.0002
H -9.046 -1.392 -14.486 -0.0001
H -10.292 -0.302 -14.929 0.0000
H -9.511 -0.467 -17.419 0.0003
H -8.299 -2.899 -17.743 -0.0002
H -7.800 -2.683 -16.135 0.0005
H -5.957 -2.206 -18.834 0.0000
H -5.467 -2.557 -17.217 0.0000
H -5.103 -0.996 -17.886 0.0000
H -11.271 -1.747 -15.950 -0.0005
H -10.339 -2.989 -16.110 0.0033
C -8.285 -1.305 -10.803 -0.0002
C -9.350 -2.427 -10.629 0.0004
C -10.579 -2.344 -11.546 -0.0005
O -11.413 -1.388 -11.009 0.0000
C -12.485 -1.140 -11.880 0.0000
N -8.690 -3.730 -10.745 0.0005
H -8.093 -0.993 -11.830 0.0000
H -7.326 -1.636 -10.403 0.0000
H -8.581 -0.417 -10.245 0.0000
H -9.749 -2.402 -9.615 -0.0002
H -11.224 -3.222 -11.507 -0.0002
H -10.337 -2.257 -12.605 0.0007
H -12.885 -0.135 -11.737 0.0000
H -13.244 -1.898 -11.691 0.0000
H -12.179 -1.262 -12.919 0.0000
H -8.165 -3.793 -9.884 -0.0001
H -9.413 -4.434 -10.716 0.0000
C -5.249 -10.973 -16.260 0.0000
C -4.692 -9.678 -15.663 0.0000
C -5.829 -8.765 -15.237 0.0004
O -6.761 -9.365 -14.307 0.0000
C -7.599 -8.472 -13.578 0.0000
N -3.863 -10.080 -14.530 0.0000
H -5.633 -11.679 -15.525 0.0000
H -4.502 -11.471 -16.878 0.0000
H -6.012 -10.777 -17.013 0.0000
H -4.058 -9.287 -16.459 0.0000
H -6.362 -8.312 -16.073 -0.0001
H -5.500 -7.822 -14.800 -0.0003
H -8.436 -8.881 -13.011 0.0000
H -8.083 -7.751 -14.237 -0.0002
H -6.998 -7.849 -12.917 -0.0001
H -3.241 -10.831 -14.793 0.0000
H -4.597 -10.511 -13.986 0.0000
C -11.051 -8.726 -15.368 -0.0214
C -12.109 -7.995 -14.492 0.0036
C -11.757 -7.744 -12.994 0.0564
O -11.726 -9.011 -12.347 0.0383
C -12.955 -9.342 -11.661 -0.0020
N -12.602 -6.785 -15.170 0.3613
H -11.496 -9.058 -16.306 0.0048
H -10.638 -9.585 -14.839 -0.0010
H -10.311 -7.993 -15.689 0.0066
H -12.933 -8.708 -14.502 0.0074
H -12.516 -7.152 -12.482 -0.0031
H -10.785 -7.264 -12.877 -0.0049
H -13.030 -8.600 -10.866 0.0017
H -13.065 -10.347 -11.256 0.0002
H -13.842 -9.249 -12.288 0.0018
H -13.489 -6.580 -14.732 -0.0031
H -11.896 -6.066 -15.103 -0.0004
C -13.958 -5.327 -18.426 0.0124
C -12.542 -5.876 -18.679 -0.0031
C -11.392 -5.114 -18.018 0.0460
O -10.075 -5.670 -18.331 0.0247
C -9.592 -5.411 -19.648 -0.0022
N -12.489 -7.287 -18.346 0.4720
H -14.121 -4.260 -18.577 -0.0003
H -14.184 -5.467 -17.369 0.0027
H -14.712 -5.962 -18.891 -0.0022
H -12.326 -6.000 -19.740 0.0266
H -11.451 -5.083 -16.930 0.0027
H -11.321 -4.086 -18.375 0.0028
H -9.571 -4.381 -20.004 0.0002
H -10.181 -5.958 -20.385 0.0033
H -8.622 -5.904 -19.696 0.0004
H -11.548 -7.614 -18.518 -0.0100
H -12.655 -7.324 -17.350 -0.0364
C -5.531 -2.644 -13.938 0.0004
C -4.952 -4.016 -13.221 -0.0004
C -5.243 -3.935 -11.689 0.0004
O -4.294 -2.959 -11.083 0.0000
C -3.019 -3.464 -10.663 0.0000
N -5.533 -5.269 -13.668 0.0004
H -5.405 -1.813 -13.243 0.0001
H -6.578 -2.858 -14.152 -0.0003
H -5.091 -2.393 -14.903 -0.0001
H -3.880 -3.832 -13.295 0.0000
H -5.037 -4.865 -11.159 0.0000
H -6.280 -3.644 -11.523 -0.0003
H -2.471 -3.892 -11.502 0.0000
H -3.104 -4.045 -9.745 0.0000
H -2.389 -2.653 -10.298 0.0000
H -5.064 -5.387 -14.554 0.0000
H -5.102 -5.981 -13.095 0.0000
```

Summary:
HOMO-LUMO gap (alpha / beta) in eV: 8.942 / 3.203
M in g/mol: 728.1
Lowest unoccupied orbital energy (alpha / beta) in eV: -1.82 / -7.56
Strongest force on any atom in Eh/bohr: 0.076
Highest occupied orbital energy (alpha / beta) in hartree: -0.3956 / -0.3956
Spin multiplicity: 2
Total charge: +1